# C21H12Co2O6S

A molecular structure, C21H12Co2O6S (ωB97M-V/def2-TZVPD, the Open Molecules 2025 dataset).

Each line ends with the Löwdin charge.
Atoms and positions in Å:
O -2.6035 2.3793 4.2552  0.13
C -2.3109 1.8570 3.2626  -0.15
Co -1.8725 1.0478 1.7706  0.13
C -1.4968 -0.5856 2.2007  -0.14
O -1.2066 -1.6836 2.4262  0.14
C -3.3764 0.6448 0.9715  -0.16
O -4.3461 0.3142 0.4349  0.13
C 0.0108 1.6309 0.9774  -0.26
C 1.1445 1.3191 1.8328  -0.22
C 1.1285 1.6360 3.2129  -0.04
C 2.0729 1.0706 4.0711  -0.08
C 3.0554 0.2144 3.5503  -0.09
C 3.1917 0.0501 2.1667  -0.08
C 2.2674 0.6327 1.3024  -0.02
C -0.1472 1.4570 -0.4184  -0.30
C -0.0090 0.5985 -1.4342  0.01
Co -0.7411 3.0271 0.1476  0.09
C -1.0179 4.1888 1.5048  -0.09
O -1.2479 4.9659 2.3281  0.15
C -2.4039 3.0604 -0.4851  -0.12
O -3.4783 3.1676 -0.9034  0.14
C 0.1302 4.1032 -0.9877  -0.06
O 0.6309 4.8915 -1.6671  0.16
H 0.3426 2.2950 3.6031  0.10
H 2.0179 1.2792 5.1459  0.11
H 3.7210 -0.3178 4.2327  0.10
H 4.0071 -0.5489 1.7499  0.11
H 2.3577 0.5209 0.2196  0.11
H -0.1836 0.9367 -2.4600  0.00
H 0.2260 -0.4628 -1.2891  0.07
S 0.1092 -0.7349 -4.2704  0.79
C 0.0529 -2.3233 -3.8030  -0.77
C -1.2000 -2.9839 -3.6287  -0.10
C -1.2291 -4.3353 -3.3203  -0.08
C -0.0335 -5.0574 -3.1555  -0.06
C 1.2055 -4.4014 -3.2740  -0.08
C 1.2603 -3.0513 -3.5847  -0.10
H -2.1072 -2.3911 -3.7545  0.11
H -2.1930 -4.8330 -3.2047  0.11
H -0.0662 -6.1195 -2.9261  0.11
H 2.1354 -4.9492 -3.1210  0.11
H 2.2026 -2.5096 -3.6791  0.10

Cartesian forces (eV/Å) of the 2 atoms listed first:
O 0.3 -1.1 -2.0
C 0.3 1.4 3.1

The HOMO energy comes out at -6.81 eV. The value obtained for the orbital gap is 2.7 eV. The LUMO energy comes out at -4.0750 eV. As for the charge: 0.

=====

# C21H12F6IrN6O6S2Se

A molecular structure, C21H12F6IrN6O6S2Se (ωB97M-V/def2-TZVPD, the Open Molecules 2025 dataset).

Each line ends with the Löwdin charge.
Atoms and positions in Å:
Ir -0.7407 -0.1414 0.5305  1.18
O 2.3350 -2.8645 1.9267  0.09
C 1.5337 -1.9796 1.6898  -0.42
N 0.5953 -1.9845 0.6971  0.05
C 0.4596 -2.9596 -0.2217  -0.17
C 1.2201 -4.1458 -0.2681  0.01
C 0.9801 -5.0969 -1.2237  -0.04
C -0.0118 -4.8978 -2.1953  -0.04
C -0.7643 -3.7533 -2.2031  0.01
C -0.5703 -2.7576 -1.2273  -0.17
N -1.2690 -1.6080 -1.1444  0.06
C -2.2844 -1.2541 -1.9863  -0.41
O -2.7703 -1.9439 -2.8640  0.10
C -2.8179 0.1193 -1.7273  -0.18
C -3.6630 0.6884 -2.6703  0.03
C -4.1816 1.9463 -2.4265  -0.01
C -3.8563 2.5787 -1.2384  -0.02
C -3.0141 1.9342 -0.3471  -0.15
N -2.5045 0.7353 -0.5871  -0.03
C 1.5158 -0.7410 2.5344  -0.18
C 2.5806 -0.5314 3.4026  0.03
C 2.6019 0.6102 4.1823  -0.01
C 1.5474 1.5016 4.0691  -0.02
C 0.5145 1.2095 3.1917  -0.12
N 0.4950 0.1108 2.4499  -0.02
H 1.9940 -4.2810 0.4708  0.10
H 1.5582 -6.0080 -1.2265  0.11
H -0.1845 -5.6545 -2.9433  0.11
H -1.5258 -3.5947 -2.9502  0.10
H -3.8838 0.1234 -3.5630  0.13
H -4.8311 2.4164 -3.1478  0.12
H -4.2437 3.5539 -0.9947  0.12
H -2.7540 2.4050 0.5883  0.12
H 3.3628 -1.2726 3.4363  0.13
H 3.4200 0.7937 4.8630  0.12
H 1.5237 2.4108 4.6460  0.12
H -0.3300 1.8794 3.0957  0.12
F 1.5378 3.5567 1.6854  0.13
C 0.8037 3.8891 0.6305  -0.64
F 1.2167 5.0628 0.1715  0.16
F -0.4506 4.0422 1.0973  0.11
S 0.7249 2.5831 -0.7445  0.60
O 0.9502 1.3510 -0.0064  -0.43
O -0.5985 2.7340 -1.2634  -0.27
N 1.8344 2.8955 -1.7787  -0.27
S 3.2611 2.3759 -1.2814  0.60
O 4.3186 2.8244 -2.1133  -0.25
O 3.3976 2.5070 0.1357  -0.28
C 3.1331 0.5079 -1.6103  -0.65
F 2.0081 0.1884 -2.2625  0.11
F 3.1653 -0.2143 -0.4901  0.13
F 4.1541 0.1156 -2.3698  0.14
Se -2.5121 -1.4700 2.1778  0.66
C -4.0015 -0.5363 1.7978  -0.87
N -4.9793 0.0404 1.6065  0.06

Cartesian forces (eV/Å) of the 2 atoms listed first:
Ir -0.5 -5.9 -0.2
O -0.1 0.3 0.1

The HOMO energy (spin up / spin down) comes out at -8.76 / -9.15 eV. The value obtained for the orbital gap (spin up / spin down) is 6.9 / 5.9 eV. As for the multiplicity: 2. The LUMO energy (spin up / spin down) comes out at -1.8341 / -3.2373 eV. As for the charge: 0.

=====

# C21H12N3O7Pt

A molecular structure, C21H12N3O7Pt (ωB97M-V/def2-TZVPD, the Open Molecules 2025 dataset).

Each line ends with the Löwdin charge.
Atoms and positions in Å:
Pt 0.1697 1.1915 2.5802  1.26
O 3.0432 6.2813 4.5424  0.12
C 2.4817 5.2841 4.1738  -0.25
C 1.4716 4.4635 4.9841  -0.29
O 1.1065 4.7057 6.1129  0.10
C 1.0782 3.3793 4.0832  -0.33
C 1.7325 3.4751 2.8578  -0.31
O 1.5278 2.5683 1.9426  -0.20
C 2.6367 4.6134 2.8059  -0.30
O 3.3698 4.9850 1.9122  0.08
O 0.2071 2.4478 4.2741  -0.16
C 3.1775 -0.5225 -3.1219  -0.08
O 2.0159 -0.6135 -3.9309  -0.08
C 0.9625 -1.3191 -3.4411  -0.28
C 1.0076 -2.0859 -2.2809  0.00
C -0.1330 -2.7441 -1.8408  -0.02
C -1.3185 -2.6420 -2.5552  -0.30
C -1.3360 -1.9367 -3.7533  -0.04
C -0.2134 -1.2603 -4.1876  0.00
N -2.5422 -3.3209 -2.2100  0.06
N -2.9960 -3.3403 -1.0588  0.07
C -2.3667 -2.6013 0.0038  -0.26
C -2.1017 -3.2788 1.1692  -0.04
C -1.4013 -2.7046 2.2377  0.00
C -0.9649 -1.3860 2.1547  -0.38
O -0.2632 -0.7751 3.0501  -0.20
C -1.3204 -0.6640 0.9716  -0.14
N -0.9341 0.6408 0.9763  -0.08
C -1.2991 1.4409 0.0026  -0.10
C -2.0886 0.9765 -1.0660  -0.03
C -2.4492 -0.3397 -1.1196  0.00
C -2.0501 -1.2229 -0.0868  -0.11
H 3.8509 0.1559 -3.6378  0.09
H 3.6616 -1.4963 -3.0117  0.09
H 2.9418 -0.1185 -2.1348  0.10
H 1.9151 -2.1676 -1.7013  0.11
H -0.0880 -3.3167 -0.9255  0.12
H -2.2528 -1.9093 -4.3291  0.11
H -0.2223 -0.6804 -5.1008  0.12
H -2.4225 -4.3122 1.2356  0.11
H -1.1886 -3.2752 3.1312  0.11
H -0.9577 2.4653 0.0637  0.12
H -2.3892 1.6701 -1.8384  0.11
H -3.0583 -0.7110 -1.9336  0.11

Cartesian forces (eV/Å) of the 2 atoms listed first:
Pt -0.3 0.1 0.0
O 0.0 0.0 0.0

The HOMO energy (spin up / spin down) comes out at -4.62 / -4.62 eV. The value obtained for the orbital gap (spin up / spin down) is 6.3 / 6.3 eV. The LUMO energy (spin up / spin down) comes out at 1.6579 / 1.6583 eV. As for the charge: -1.

=====

One value per record, in order, for energy relative to the best compared isomer or geometry (same formula, charge and spin): 26.0; 347.9; 107.4 kJ/mol.
One value per record, in order, for DFT total energy: -4422.361080; -5488.719736; -1617.718935 hartree.
One value per record, in order, for largest force on an atom: 0.0759; 0.1150; 0.0235 Eh/bohr.